# 1
{
  "formula": "C2H7N3O4S",
  "method": "ωB97M-V/def2-TZVPD",
  "species": ["C", "C", "N", "N", "N", "O", "O", "O", "O", "S", "H", "H", "H", "H", "H", "H", "H"],
  "xyz": [[-0.945, -0.923, -0.059], [-1.150, 0.559, 0.199], [-2.063, -1.657, -0.080], [-2.175, 0.754, 0.932], [-0.264, 1.298, -0.483], [3.869, 0.637, 0.937], [0.198, -1.418, -0.045], [2.285, 0.670, -1.017], [3.199, -1.359, -0.005], [2.439, 0.059, 0.298], [-2.829, -0.958, -0.291], [-2.152, -2.572, 0.185], [-2.353, 1.648, 1.157], [4.553, -0.151, 0.883], [-0.172, 2.246, -0.407], [2.820, -1.808, -0.789], [0.484, 0.823, -1.036]],
  "forces_ev_per_a": [[2.26, -2.09, 1.10], [-0.73, -1.07, -1.05], [-1.11, 5.21, -1.91], [0.93, -2.98, -0.75], [0.38, -2.47, -0.79], [0.86, -2.14, -0.18], [-1.04, 0.63, -0.36], [0.27, -0.10, 0.31], [-0.42, -0.76, -0.33], [1.96, 0.19, -0.29], [0.39, -2.17, 1.07], [-0.18, -2.45, 0.39], [-0.72, 4.22, 0.92], [-1.87, 2.29, 0.00], [0.03, 2.68, 0.43], [-0.10, 0.39, 0.59], [-0.94, 0.62, 0.85]],
  "mulliken_charge": [0.41, 0.56, -0.32, -0.70, -0.34, -0.52, -0.59, -0.65, -0.54, 0.92, 0.26, 0.22, 0.19, 0.36, 0.17, 0.34, 0.24],
  "lumo_energy_ev": 0.75,
  "e_homo_ev": -9.619,
  "gap_ev": 10.371,
  "charge": 0
}

# 2
{
  "formula": "C2H7N3O4S",
  "method": "ωB97M-V/def2-TZVPD",
  "species": ["C", "C", "N", "N", "N", "O", "O", "O", "O", "S", "H", "H", "H", "H", "H", "H", "H"],
  "xyz": [[-0.695, 0.668, 0.498], [-0.631, 1.883, -0.434], [-0.045, 0.661, 1.659], [-1.335, 2.881, -0.133], [0.069, 1.581, -1.577], [1.944, -3.577, 0.168], [-1.509, -0.227, 0.249], [1.295, -1.339, -0.500], [-0.541, -2.724, 0.302], [1.010, -2.322, 0.569], [0.581, 1.474, 2.001], [-0.098, -0.104, 2.289], [-1.515, 3.697, -0.784], [1.821, -3.811, -0.722], [0.245, 2.417, -2.187], [-1.001, -1.824, 0.319], [0.405, 0.665, -1.717]],
  "forces_ev_per_a": [[-1.67, 0.00, 0.76], [0.17, -0.97, -0.97], [2.62, 3.18, 0.94], [-0.59, 1.52, 0.25], [-0.57, 3.19, 0.01], [-0.89, 0.15, 2.50], [0.58, -0.08, -0.60], [-0.22, -0.48, 0.87], [0.93, -0.34, 0.13], [0.50, 1.63, -1.04], [-1.61, -1.96, -1.22], [-0.37, -0.63, 0.25], [0.87, -1.66, 0.60], [-0.28, -0.54, -2.45], [-0.08, -1.93, 0.55], [-0.05, -0.30, -0.19], [0.66, -0.78, -0.38]],
  "mulliken_charge": [0.51, 0.23, -0.26, -0.63, -0.37, -0.40, -0.71, -0.58, -0.48, 0.61, 0.23, 0.27, 0.24, 0.31, 0.22, 0.56, 0.25],
  "lumo_energy_ev": 0.67,
  "e_homo_ev": -9.661,
  "gap_ev": 10.331,
  "charge": 0
}

# 3
{
  "formula": "C2H7N3S",
  "method": "ωB97M-V/def2-TZVPD",
  "species": ["H", "N", "C", "N", "N", "S", "C", "H", "H", "H", "H", "H", "H"],
  "xyz": [[0.351, -1.423, -1.050], [1.069, -0.842, -0.572], [0.039, -0.134, -0.072], [-1.371, -0.301, -0.520], [-1.947, -1.051, -1.592], [0.084, 1.081, 1.264], [1.801, 1.027, 1.545], [-1.871, 0.677, -0.204], [-2.411, -0.420, -2.395], [-2.598, -1.664, -1.192], [2.393, 2.097, 1.940], [2.560, 0.862, 0.504], [1.901, 0.091, 2.344]],
  "forces_ev_per_a": [[1.59, -0.77, -1.13], [-4.82, 1.84, 1.87], [0.75, -1.80, -2.22], [-0.59, 4.31, 2.45], [1.39, 3.03, -1.89], [-0.79, 0.03, -1.57], [5.57, -0.16, 0.48], [1.09, -3.45, -1.29], [1.55, -1.78, 2.64], [-1.17, -0.78, 0.43], [-2.45, -3.12, -0.65], [-2.78, -0.03, 3.04], [0.66, 2.68, -2.17]],
  "mulliken_charge": [0.32, -0.62, 0.48, -0.18, -0.60, -0.15, -0.75, 0.18, 0.26, 0.23, 0.29, 0.28, 0.24],
  "lumo_energy_ev": 0.64,
  "e_homo_ev": -8.898,
  "gap_ev": 9.535,
  "charge": 0
}

# 4
{
  "formula": "C2H7N3S",
  "method": "ωB97M-V/def2-TZVPD",
  "species": ["C", "C", "H", "H", "H", "H", "H", "H", "H", "N", "N", "N", "S"],
  "xyz": [[0.541, 1.525, -0.041], [0.309, 0.059, -0.189], [1.589, 1.632, -0.324], [-0.139, 2.227, -0.620], [0.271, 1.951, 1.064], [1.113, -1.771, 0.083], [2.937, -0.680, 1.157], [3.519, 0.142, -0.306], [-3.044, -1.153, 1.151], [1.569, -0.761, -0.431], [2.665, -0.209, 0.388], [-0.732, -0.662, -0.187], [-2.241, -0.027, 0.049]],
  "forces_ev_per_a": [[-1.49, 1.92, 1.42], [1.27, -1.01, -0.31], [-0.32, 0.78, 0.46], [0.80, -1.33, 0.12], [1.12, -1.47, -2.30], [2.25, 3.41, -2.17], [1.03, -2.25, 2.69], [-2.97, -1.85, 2.67], [2.13, 2.22, -2.53], [-2.46, -1.94, 3.62], [0.70, 3.43, -6.46], [0.36, -0.54, 0.60], [-2.44, -1.36, 2.19]],
  "mulliken_charge": [-0.95, 0.59, 0.32, 0.35, 0.25, 0.34, 0.17, 0.23, 0.13, -0.30, -0.46, -0.47, -0.21],
  "lumo_energy_ev": 0.09,
  "e_homo_ev": -8.375,
  "gap_ev": 8.464,
  "charge": 0
}

# 5
{
  "formula": "C2H7N4",
  "method": "ωB97M-V/def2-TZVPD",
  "species": ["C", "C", "N", "N", "N", "N", "H", "H", "H", "H", "H", "H", "H"],
  "xyz": [[0.932, -1.879, 0.269], [-1.378, 1.159, 0.419], [0.984, -0.617, 0.620], [1.043, 0.541, 0.002], [1.973, 1.268, -0.375], [-1.918, 0.354, -0.474], [1.058, -2.170, -0.757], [0.898, -2.559, 1.160], [-1.404, 1.024, 1.487], [-1.083, 2.131, -0.125], [2.952, 0.839, -0.579], [-1.731, 0.408, -1.584], [-2.327, -0.500, -0.063]],
  "forces_ev_per_a": [[0.49, 2.89, 1.70], [0.08, 1.85, -4.80], [1.19, -2.79, 0.22], [-0.60, 0.84, -0.20], [0.69, -1.03, -1.02], [0.78, -0.59, 0.04], [-0.16, -0.43, -0.37], [-0.18, 0.44, -1.32], [-0.12, -0.25, 0.09], [0.07, -1.38, 1.80], [-1.65, 0.02, 1.25], [-0.83, 0.14, 3.63], [0.23, 0.31, -1.02]],
  "mulliken_charge": [-0.24, -0.18, -0.18, 0.25, -0.54, -0.24, 0.31, 0.28, 0.33, 0.31, 0.27, 0.35, 0.30],
  "lumo_energy_ev": -4.96,
  "e_homo_ev": -13.469,
  "gap_ev": 8.506,
  "charge": 1
}

# 6
{
  "formula": "C2H7N4O",
  "method": "ωB97M-V/def2-TZVPD",
  "species": ["C", "C", "N", "N", "N", "N", "O", "H", "H", "H", "H", "H", "H", "H"],
  "xyz": [[-0.055, -0.608, -0.014], [0.667, 0.099, -0.820], [-1.094, 0.148, 0.607], [0.023, 1.491, -0.995], [0.263, -2.574, 0.721], [-0.847, 1.530, 0.162], [1.800, -0.076, -1.460], [-1.919, -0.363, 0.333], [0.680, 2.254, -0.941], [0.952, -2.493, 1.537], [-0.791, -2.576, 1.164], [-1.704, 2.110, 0.017], [-0.356, 1.898, 0.959], [2.382, -0.838, -1.270]],
  "forces_ev_per_a": [[0.62, -3.70, 2.97], [0.73, 1.46, -0.47], [0.58, -1.14, 0.44], [-0.08, -2.11, -0.26], [-2.96, 3.52, 0.27], [-0.58, -0.62, -0.34], [0.65, 0.58, -0.90], [-1.33, 1.38, -0.49], [0.41, 0.15, 0.14], [-1.35, 0.59, -1.08], [3.46, -0.16, -1.02], [0.50, -0.78, -0.20], [0.36, 0.55, 0.65], [-1.01, 0.28, 0.29]],
  "mulliken_charge": [0.18, 0.17, -0.37, -0.37, -0.47, 0.08, -0.50, 0.31, 0.31, 0.29, 0.29, 0.37, 0.35, 0.36],
  "lumo_energy_ev": [-4.61, -4.61],
  "e_homo_ev": [-13.100, -13.101],
  "gap_ev": [8.488, 8.489],
  "charge": 1
}

# 7
{
  "formula": "C2H7N4O",
  "method": "ωB97M-V/def2-TZVPD",
  "species": ["H", "N", "N", "C", "C", "N", "N", "O", "H", "H", "H", "H", "H", "H"],
  "xyz": [[1.153, -3.150, -0.503], [0.674, -2.292, -0.532], [1.368, -1.375, -0.134], [1.026, -0.059, -0.009], [-0.418, 0.274, -0.216], [-1.230, -0.508, -0.873], [-0.752, 1.370, 0.374], [0.234, 2.023, 1.189], [1.616, 0.640, -0.683], [1.228, 0.454, 1.056], [-0.883, -1.403, -1.032], [-2.214, -0.305, -0.709], [-1.786, 1.425, 0.691], [-0.018, 2.907, 1.379]],
  "forces_ev_per_a": [[1.26, -1.41, 0.17], [-2.50, 1.99, -0.56], [3.77, -2.45, 0.82], [-1.01, 3.67, 0.69], [2.36, -0.76, -0.16], [-1.81, 3.00, 1.19], [-3.31, 2.71, 2.18], [-0.66, -2.62, -0.98], [-0.26, -1.16, 0.61], [0.28, -2.10, -2.15], [0.53, -2.40, -0.61], [0.02, -0.58, -0.64], [2.31, 0.56, -0.40], [-0.97, 1.54, -0.17]],
  "mulliken_charge": [0.25, -0.44, -0.08, -0.26, 0.37, -0.30, -0.08, -0.36, 0.33, 0.40, 0.29, 0.22, 0.32, 0.36],
  "lumo_energy_ev": -3.68,
  "e_homo_ev": -13.366,
  "gap_ev": 9.686,
  "charge": 1
}

# 8
{
  "formula": "C2H7N4O",
  "method": "ωB97M-V/def2-TZVPD",
  "species": ["C", "C", "N", "N", "N", "N", "O", "H", "H", "H", "H", "H", "H", "H"],
  "xyz": [[0.488, 0.788, -0.745], [-0.961, 1.317, -0.831], [1.460, 1.505, -0.604], [-1.822, 0.076, -1.067], [0.356, -0.644, -0.994], [0.737, -1.426, 0.878], [-0.818, -0.950, -1.343], [-1.091, 1.900, 0.120], [-1.199, 1.820, -1.811], [2.296, 0.980, -0.544], [-2.496, 0.005, -1.822], [0.121, -2.169, 0.788], [0.534, -0.985, 1.816], [1.693, -1.423, 0.650]],
  "forces_ev_per_a": [[-4.56, -0.05, -0.99], [-1.10, -0.56, -1.72], [0.90, 0.74, 0.37], [1.82, 0.46, 2.69], [0.26, -1.13, -0.25], [-1.35, 3.68, 2.07], [0.54, 0.65, -0.07], [-0.74, -0.66, -1.13], [0.98, 0.71, 1.44], [1.59, -0.44, 0.01], [0.37, 0.30, -0.33], [-0.44, -2.30, -0.55], [0.55, -0.37, -1.45], [1.18, -1.05, -0.09]],
  "mulliken_charge": [0.32, -0.18, -0.40, -0.27, -0.03, -0.50, -0.03, 0.27, 0.31, 0.29, 0.32, 0.29, 0.31, 0.30],
  "lumo_energy_ev": [-6.34, -6.34],
  "e_homo_ev": [-14.652, -14.653],
  "gap_ev": [8.311, 8.313],
  "charge": 1
}

# 9
{
  "formula": "C2H7N4O",
  "method": "ωB97M-V/def2-TZVPD",
  "species": ["C", "C", "N", "N", "N", "N", "O", "H", "H", "H", "H", "H", "H", "H"],
  "xyz": [[1.139, -1.342, -0.309], [0.269, -0.117, -0.366], [2.072, 1.235, 0.336], [0.901, 1.131, -0.146], [-0.922, 0.041, -0.854], [-1.952, -0.156, 0.757], [2.284, -1.431, 0.056], [0.703, -2.152, -0.867], [-1.069, -0.379, 1.021], [2.447, 2.230, 0.317], [-1.210, -0.791, -1.410], [-2.726, -0.885, 0.809], [0.441, 1.993, -0.572], [-2.377, 0.623, 1.228]],
  "forces_ev_per_a": [[0.96, 0.32, -0.50], [2.08, 0.73, -0.27], [-1.45, 0.64, -0.30], [2.46, 1.71, 0.15], [0.16, -0.21, -1.83], [-5.42, -1.06, -0.87], [-0.93, 0.46, 0.19], [-0.81, -0.90, -0.18], [2.04, -1.29, 2.36], [-0.94, -1.16, -0.24], [-0.40, 0.53, 0.91], [1.82, 0.58, -0.01], [0.12, -1.30, 0.57], [0.30, 0.94, 0.01]],
  "mulliken_charge": [0.07, 0.18, -0.50, 0.37, -0.46, -0.44, -0.39, 0.29, 0.32, 0.30, 0.32, 0.32, 0.35, 0.26],
  "lumo_energy_ev": [-6.01, -6.02],
  "e_homo_ev": [-13.974, -13.971],
  "gap_ev": [7.962, 7.955],
  "charge": 1
}

# 10
{
  "formula": "C2H7N4S",
  "method": "ωB97M-V/def2-TZVPD",
  "species": ["C", "C", "N", "N", "N", "N", "S", "H", "H", "H", "H", "H", "H", "H"],
  "xyz": [[0.608, -0.538, -1.220], [0.791, 0.426, -0.313], [1.488, -0.765, -0.077], [0.910, 1.661, 0.159], [1.376, -1.659, 0.985], [-2.762, 0.782, -0.161], [-1.755, -0.407, 0.373], [0.427, -1.055, -2.071], [1.035, 2.552, -0.365], [1.675, 1.699, 0.879], [0.579, -2.280, 0.925], [2.084, -2.314, 1.132], [-3.507, 0.307, -0.648], [-2.948, 1.592, 0.402]],
  "forces_ev_per_a": [[-0.40, -0.10, 4.00], [0.64, 1.13, 0.53], [0.64, -0.05, -1.38], [2.13, 0.99, 1.01], [-2.80, 0.76, 0.86], [0.76, -2.26, 0.13], [0.82, 0.91, -0.62], [-0.70, -0.94, -2.69], [-0.99, -1.41, -0.28], [-1.31, -0.33, -0.48], [-0.74, 0.40, -0.37], [2.41, -0.32, -0.48], [-0.46, 0.96, -0.31], [0.00, 0.27, 0.09]],
  "mulliken_charge": [-0.37, 0.42, 0.00, -0.43, -0.46, -0.37, 0.11, 0.38, 0.32, 0.32, 0.22, 0.27, 0.31, 0.29],
  "lumo_energy_ev": -6.13,
  "e_homo_ev": -12.309,
  "gap_ev": 6.182,
  "charge": 1
}

For reference, M by record: 169.2; 169.2; 105.2; 105.2; 87.1; 103.1; 103.1; 103.1; 103.1; 119.2 g mol⁻¹.
For reference, calculated total energy by record: -25682.1917; -25682.5974; -17488.8799; -17488.2698; -8136.3447; -10181.6579; -10184.7523; -10182.5287; -10183.5606; -18970.2628 eV.
For reference, energy relative to the best compared isomer or geometry (same formula, charge and spin) by record: 119.46; 80.31; 389.02; 447.89; 569.44; 736.72; 438.15; 652.69; 553.13; 529.57 kJ/mol.